1.
Here is C38H50O6P4PdS2 as an isolated structure from the Open Molecules 2025 dataset. Energies are from wB97M-V/def2-TZVPD.

The geometry in XYZ format:
```
101
C38H50O6P4PdS2 (wB97M-V/def2-TZVPD)
Pd -0.26267 0.70557 0.85614
S 0.87218 -1.26313 3.56553
P 2.04681 -0.69350 2.05091
C 1.39353 -0.55941 0.51072
P 1.88125 -0.06669 -1.01455
S 0.64143 -0.37720 -2.57855
C 3.44082 -0.96756 -1.49980
C 3.36169 -2.17526 -2.19196
C 4.50014 -2.93358 -2.43542
C 5.74474 -2.49266 -2.00066
C 5.83991 -1.28450 -1.32548
C 4.69631 -0.53194 -1.08087
C 2.48744 1.67229 -1.20344
C 3.16005 2.05931 -2.36334
C 3.57991 3.37072 -2.53565
C 3.32975 4.31889 -1.54753
C 2.66016 3.94301 -0.39231
C 2.24085 2.62617 -0.22306
C 3.42680 -1.92160 2.09036
C 4.39058 -1.92575 3.09947
C 5.37474 -2.90354 3.13667
C 5.39968 -3.90685 2.17208
C 4.43204 -3.92310 1.17810
C 3.45372 -2.93497 1.14054
C 2.91734 0.85110 2.57845
C 2.20102 1.82276 3.27662
C 2.76926 3.05851 3.55354
C 4.07100 3.33983 3.15127
C 4.79918 2.37320 2.47363
C 4.22282 1.13907 2.18905
H 2.38915 -2.50100 -2.54335
H 4.41573 -3.87511 -2.96787
H 6.63237 -3.08757 -2.18426
H 6.80467 -0.92903 -0.98077
H 4.78168 0.41485 -0.56117
H 3.33493 1.32508 -3.14201
H 4.09686 3.65785 -3.44508
H 3.65717 5.34431 -1.68210
H 2.46471 4.66941 0.38855
H 1.69172 2.32161 0.66594
H 4.35679 -1.15852 3.86420
H 6.12159 -2.88966 3.92327
H 6.16934 -4.67044 2.20017
H 4.44173 -4.69581 0.41812
H 2.69459 -2.93548 0.36969
H 1.18611 1.59154 3.58234
H 2.19225 3.80908 4.08258
H 4.51183 4.30800 3.36203
H 5.81360 2.58213 2.15233
H 4.79579 0.39053 1.65633
C -2.17233 -3.49541 1.90318
C -1.56290 -2.71885 0.75725
C -0.48652 -3.47027 0.02253
O -2.60969 -2.42525 -0.24050
P -3.59271 -1.20818 -0.06595
O -4.24688 -1.07384 1.24190
C -2.80938 0.27104 -0.73209
P -3.09796 1.79014 0.20550
O -2.31531 1.89839 1.44728
O -4.65981 1.88777 0.50981
C -5.67326 1.71428 -0.48682
C -6.07495 3.05853 -1.06444
C -6.82191 1.00955 0.20878
O -2.92638 2.99479 -0.82337
C -1.70492 3.72452 -1.15842
C -0.82574 2.88159 -2.04766
C -0.96865 4.22966 0.06482
O -4.63355 -1.51524 -1.27507
C -5.29707 -2.78677 -1.32647
C -5.57136 -3.06816 -2.78941
C -6.56419 -2.75760 -0.49170
H -1.39729 -3.68424 2.64781
H -2.58166 -4.44810 1.54951
H -2.95759 -2.91594 2.38839
H -1.14984 -1.76529 1.10847
H -0.88181 -4.40572 -0.38877
H 0.31550 -3.69949 0.72565
H -0.07155 -2.85034 -0.77307
H -3.06391 0.34211 -1.78916
H -1.69903 0.19537 -0.66442
H -5.28529 1.06569 -1.27914
H -6.41304 3.71574 -0.26016
H -6.89522 2.92500 -1.77385
H -5.23530 3.53120 -1.57120
H -7.23182 1.65617 0.98815
H -6.46219 0.09164 0.67344
H -7.61437 0.76869 -0.50445
H -2.10249 4.57692 -1.71548
H -0.44040 2.01421 -1.51993
H 0.03954 3.46078 -2.38163
H -1.37441 2.52976 -2.92684
H -0.51973 3.40422 0.62358
H -1.63789 4.78193 0.72731
H -0.16888 4.89094 -0.27461
H -4.61646 -3.54594 -0.93468
H -6.20490 -2.28176 -3.20624
H -6.08426 -4.02551 -2.90411
H -4.63775 -3.09748 -3.35098
H -7.29327 -2.06872 -0.92762
H -6.33657 -2.43751 0.52484
H -7.00780 -3.75598 -0.45934
```

Summary:
**Lowest unoccupied orbital energy**: 4.12 eV
**Net charge**: -2
**Orbital gap**: 4.41 eV



2.
Here is C21H19Cl2N6O4Re as an isolated structure from the Open Molecules 2025 dataset. Energies are from wB97M-V/def2-TZVPD.

The geometry in XYZ format:
```
53
C21H19Cl2N6O4Re (wB97M-V/def2-TZVPD)
Re -0.43993 0.73834 -0.00689
O 4.79042 2.51379 -0.24853
C 4.03758 3.63467 -0.22078
C 4.63351 4.89256 -0.19510
C 3.86246 6.03664 -0.15084
C 2.47372 5.95408 -0.12340
C 1.87587 4.71462 -0.14040
C 2.63581 3.53564 -0.19892
C 1.91663 2.26857 -0.23650
O 0.62398 2.33879 0.07672
N 2.48377 1.14868 -0.55826
N 1.59921 0.08429 -0.54228
C 2.20747 -1.00707 -0.85309
C 1.62741 -2.33894 -0.97568
C 2.43973 -3.46062 -1.03263
C 1.86411 -4.71717 -1.13290
C 0.48111 -4.85263 -1.17719
C -0.29264 -3.71801 -1.13393
N 0.29592 -2.51659 -1.05223
H 5.72157 2.76165 -0.21320
H 5.71517 4.96301 -0.20850
H 4.34935 7.00278 -0.13419
H 1.87058 6.84962 -0.08582
H 0.79939 4.63050 -0.11069
H 3.27665 -0.93741 -1.02268
H 3.51201 -3.33709 -0.98377
H 2.49554 -5.59436 -1.16995
H 0.00666 -5.81973 -1.24555
H -1.37210 -3.72273 -1.16110
C -0.80978 -2.38042 4.39432
O -0.18432 -1.44977 3.49856
C -0.72477 -1.31836 2.29149
O -0.14583 -0.31967 1.65738
N -1.63727 -2.12148 1.85133
N -1.20953 0.57111 -1.54657
H -0.22505 -2.33343 5.30689
H -0.79575 -3.38665 3.98211
H -1.83954 -2.08104 4.58105
H -0.14435 -4.29744 2.00377
H -4.15631 -4.03880 0.00417
H -0.28498 -1.65990 -1.04427
Cl -2.44439 -1.30557 0.31969
C -3.86633 -0.71141 0.13861
C -5.17999 -0.59698 0.22495
C -5.99069 -0.00643 -0.81631
C -5.56910 0.60506 -1.97415
C -4.24268 0.80337 -2.28997
Cl -2.14132 1.91465 1.05437
C -3.05329 0.97307 -2.56669
N -1.76437 1.07879 -2.64971
H -5.70093 -0.91555 1.12489
H -7.05939 -0.04788 -0.64958
H -6.32101 0.97885 -2.65801
```

Summary:
**Lowest unoccupied orbital energy (alpha / beta)**: -4.94 / -5.01 eV
**Net charge**: +1
**Multiplicity**: 4
**Orbital gap (alpha / beta)**: 5.61 / 5.59 eV



3.
Here is a 2-piece molecular cluster, C2H9NS overall from the Open Molecules 2025 dataset. Energies are from wB97M-V/def2-TZVPD.

The geometry in XYZ format:
```
13
C2H9NS (wB97M-V/def2-TZVPD)
C 0.20004 -1.80647 1.97586
S -0.61776 -1.19658 3.50087
H 0.43910 -0.97284 1.32509
H -0.62228 -2.33725 1.49113
H 1.06326 -2.40304 2.25939
C -0.39258 1.29913 -1.59395
N 0.47676 1.70361 -2.68644
H -1.20395 0.59001 -1.81315
H -0.91945 2.19086 -1.29562
H 0.15647 0.98131 -0.69909
H 0.88816 0.98588 -3.27368
H 0.00112 2.27522 -3.38201
H 0.53110 -1.30985 4.19159
```

Summary:
**Lowest unoccupied orbital energy**: 0.89 eV
**SMILES**: CN.CS
**Orbital gap**: 9.93 eV



4.
Here is a 12-piece molecular cluster, C6H33NO12 overall from the Open Molecules 2025 dataset. Energies are from wB97M-V/def2-TZVPD.

The geometry in XYZ format:
```
52
C6H33NO12 (wB97M-V/def2-TZVPD)
O -1.67525 2.09664 -1.80174
C -1.60649 2.17780 -0.60948
C -0.47464 2.79781 0.16030
C -0.09398 1.87053 1.38144
C 1.34002 1.92813 1.81187
C 1.97986 3.07758 2.01062
C 1.69936 -0.35439 0.97689
N 1.94302 0.68325 2.03770
H -2.40034 1.75111 0.04525
H 0.40153 2.96175 -0.47521
H -0.74881 3.76778 0.57795
H -0.43773 0.84823 1.21888
H -0.75717 2.32484 2.12936
H 3.02540 3.20137 2.26446
H 1.49332 4.04769 1.93537
H 1.04155 -1.11127 1.38976
H 1.20706 0.03208 0.08583
H 2.56370 -0.97397 0.78567
H 2.94688 0.78721 2.12627
H 4.52690 -1.49390 -0.98496
H 4.12010 -0.10711 -0.46466
O 4.76769 -0.79114 -0.40975
H -3.29850 -0.80151 1.75054
H -3.97609 -2.19726 1.53430
O -3.59931 -1.40775 1.07963
H -2.51135 -2.60032 0.00909
H -2.22256 -4.06350 -0.15191
O -2.11641 -3.21826 -0.62528
H -2.25739 0.62468 3.88337
H -1.14822 -0.21276 3.28506
O -2.06092 0.08511 3.10498
H 1.61607 0.21470 -3.30077
H 0.12629 -0.42724 -3.05600
O 1.00038 -0.16920 -2.69016
H -0.07321 -3.11704 1.88880
H 0.59366 -3.52560 0.58270
O -0.06052 -3.80760 1.21493
H -0.97989 1.00131 -4.09911
H -2.05653 -0.05753 -3.77188
O -1.21154 0.07854 -4.23083
H 1.85010 -2.50684 -1.72950
H 0.64036 -1.87635 -1.39774
O 1.36092 -2.28319 -0.89622
H -2.87963 -1.80922 -2.16457
H -2.72277 -0.59192 -1.42104
O -3.06045 -0.86641 -2.30824
H 0.99043 -0.16471 3.47053
H 1.28860 -1.30250 4.39784
O 0.60776 -1.00629 3.79125
H 1.75600 2.05729 -2.06808
H 1.01236 2.90634 -2.94193
O 1.85309 2.41965 -2.94583
```

Summary:
**Lowest unoccupied orbital energy**: 0.12 eV
**SMILES**: C=C(CCC=O)NC.O.O.O.O.O.O.O.O.O.O.O
**Orbital gap**: 9.07 eV



Summary of energy above the lowest of the compared OMol25 structures with the same formula, charge and spin in kJ/mol
0.0; 1411.4; 71.3; 331.5
(order as listed above)